## w
{
  "formula": "C3H3NO",
  "method": "ωB97M-V/def2-TZVPD",
  "e_homo_ha": -0.3361,
  "lumo_energy_ev": 0.398,
  "gap_ev": 9.54,
  "spin_multiplicity": 1,
  "symbols": ["C", "C", "C", "N", "O", "H", "H", "H"],
  "xyz": [[-1.245, -0.184, 0.722], [0.757, -0.291, -0.632], [0.675, 0.517, 0.605], [-0.718, -0.220, -0.403], [-1.983, -0.224, 1.627], [0.869, 0.129, -1.633], [1.008, -1.346, -0.745], [0.637, 1.619, 0.458]]
}

## x
{
  "formula": "C3H3NO",
  "method": "ωB97M-V/def2-TZVPD",
  "smiles": "O=C1[C@H]2CN12",
  "e_homo_ha": -0.3800,
  "lumo_energy_ev": 0.774,
  "gap_ev": 11.11,
  "spin_multiplicity": 1,
  "symbols": ["O", "C", "C", "C", "N", "H", "H", "H"],
  "xyz": [[2.402, 0.218, -0.189], [1.233, 0.106, -0.075], [0.022, 0.732, 0.210], [-0.866, -0.365, -0.264], [0.373, -0.836, 0.358], [-0.344, 1.243, 1.182], [-1.797, -0.797, 0.161], [-1.023, -0.302, -1.383]]
}

## y
{
  "formula": "C3H3NO",
  "method": "ωB97M-V/def2-TZVPD",
  "e_homo_ha": [-0.2845, -0.2846],
  "lumo_energy_ev": [-0.170, -0.169],
  "gap_ev": [7.57, 7.58],
  "spin_multiplicity": 1,
  "symbols": ["N", "C", "C", "C", "O", "H", "H", "H"],
  "xyz": [[0.350, 0.903, -1.676], [-0.024, 0.076, -0.877], [-0.188, -0.858, 0.094], [-0.061, -0.100, 1.418], [-1.284, -0.604, 0.945], [0.185, -1.857, -0.061], [1.149, 1.432, -1.242], [-0.128, 1.008, 1.400]]
}

Most stable: x

## w
{
  "formula": "C18H23ClN2O3S",
  "method": "ωB97M-V/def2-TZVPD",
  "smiles": "CN(CCOc1ccc(Cl)cc1)Cc1cccc(S(=O)(=O)N(C)C)c1",
  "e_homo_ha": -0.2964,
  "lumo_energy_ev": 0.527,
  "gap_ev": 8.59,
  "spin_multiplicity": 1,
  "symbols": ["C", "N", "C", "C", "O", "C", "C", "C", "C", "Cl", "C", "C", "C", "C", "C", "C", "C", "C", "S", "O", "O", "N", "C", "C", "C", "H", "H", "H", "H", "H", "H", "H", "H", "H", "H", "H", "H", "H", "H", "H", "H", "H", "H", "H", "H", "H", "H", "H"],
  "xyz": [[-2.628, -2.268, 1.388], [-1.395, -1.801, 0.794], [-0.886, -2.664, -0.256], [-0.945, -1.991, -1.639], [-2.274, -1.677, -1.997], [-2.859, -0.546, -1.522], [-4.257, -0.548, -1.517], [-4.968, 0.553, -1.087], [-4.282, 1.677, -0.656], [-5.162, 3.058, -0.094], [-2.900, 1.705, -0.674], [-2.190, 0.601, -1.107], [-0.403, -1.355, 1.759], [0.275, -0.114, 1.237], [-0.222, 1.147, 1.552], [0.335, 2.293, 1.007], [1.398, 2.195, 0.123], [1.894, 0.943, -0.183], [3.295, 0.780, -1.292], [3.274, -0.541, -1.849], [3.324, 1.907, -2.174], [4.642, 0.883, -0.305], [4.817, -0.232, 0.589], [4.865, 2.185, 0.268], [1.358, -0.202, 0.371], [-3.048, -1.477, 2.008], [-2.497, -3.171, 2.004], [-3.342, -2.484, 0.596], [-1.481, -3.583, -0.304], [0.155, -2.950, -0.068], [-0.292, -1.115, -1.669], [-0.605, -2.702, -2.397], [-4.771, -1.432, -1.862], [-6.047, 0.539, -1.082], [-2.372, 2.590, -0.354], [-1.114, 0.654, -1.118], [0.348, -2.135, 1.968], [-0.913, -1.115, 2.694], [-1.065, 1.230, 2.221], [-0.065, 3.262, 1.264], [1.832, 3.062, -0.348], [4.572, -1.133, 0.033], [5.858, -0.278, 0.909], [4.174, -0.159, 1.477], [5.910, 2.274, 0.564], [4.228, 2.369, 1.144], [4.647, 2.919, -0.504], [1.781, -1.154, 0.090]]
}

## x
{
  "formula": "C18H23ClN2O3S",
  "method": "ωB97M-V/def2-TZVPD",
  "smiles": "CN(CCOc1ccc(Cl)cc1)Cc1cccc(S(=O)(=O)N(C)C)c1",
  "e_homo_ha": -0.3119,
  "lumo_energy_ev": 0.581,
  "gap_ev": 9.07,
  "spin_multiplicity": 1,
  "symbols": ["C", "N", "C", "C", "O", "C", "C", "C", "C", "Cl", "C", "C", "C", "C", "C", "C", "C", "C", "S", "O", "O", "N", "C", "C", "C", "H", "H", "H", "H", "H", "H", "H", "H", "H", "H", "H", "H", "H", "H", "H", "H", "H", "H", "H", "H", "H", "H", "H"],
  "xyz": [[1.199, 2.984, 2.245], [1.202, 1.601, 1.822], [0.666, 0.692, 2.817], [-0.007, -0.503, 2.136], [-0.590, -1.294, 3.150], [-1.285, -2.407, 2.793], [-1.486, -2.840, 1.486], [-2.215, -3.993, 1.241], [-2.743, -4.715, 2.295], [-3.651, -6.154, 1.983], [-2.550, -4.294, 3.603], [-1.826, -3.147, 3.847], [2.510, 1.210, 1.320], [2.691, 1.730, -0.081], [3.820, 2.433, -0.479], [3.945, 2.900, -1.779], [2.929, 2.685, -2.695], [1.805, 1.987, -2.293], [0.420, 1.787, -3.416], [0.881, 1.932, -4.764], [-0.305, 0.606, -3.051], [-0.566, 3.098, -3.082], [-0.007, 4.371, -3.459], [-1.211, 3.055, -1.795], [1.678, 1.509, -1.008], [0.180, 3.287, 2.483], [1.561, 3.601, 1.424], [1.837, 3.166, 3.124], [-0.097, 1.212, 3.398], [1.430, 0.327, 3.521], [-0.771, -0.132, 1.441], [0.725, -1.093, 1.569], [-1.086, -2.294, 0.647], [-2.369, -4.324, 0.226], [-2.965, -4.862, 4.421], [-1.663, -2.800, 4.854], [2.562, 0.119, 1.291], [3.325, 1.569, 1.971], [4.614, 2.614, 0.232], [4.833, 3.438, -2.074], [2.996, 3.030, -3.715], [0.484, 4.236, -4.419], [-0.810, 5.101, -3.564], [0.718, 4.742, -2.722], [-0.538, 3.356, -0.980], [-1.542, 2.033, -1.635], [-2.077, 3.718, -1.805], [0.794, 0.959, -0.728]]
}

Most stable: x

## w
{
  "formula": "C19H23N3O3",
  "method": "ωB97M-V/def2-TZVPD",
  "e_homo_ha": -0.3112,
  "lumo_energy_ev": 0.343,
  "gap_ev": 8.81,
  "spin_multiplicity": 1,
  "symbols": ["C", "H", "H", "H", "C", "C", "C", "N", "C", "O", "C", "N", "C", "O", "C", "N", "C", "C", "C", "C", "C", "C", "C", "C", "C", "O", "H", "H", "H", "H", "H", "H", "H", "H", "H", "H", "H", "C", "H", "C", "H", "H", "H", "H", "H", "H", "H", "H"],
  "xyz": [[-4.031, -3.138, 0.864], [-4.713, -3.584, 0.163], [-3.229, -3.835, 1.036], [-4.481, -2.771, 1.657], [-3.332, -2.212, -0.139], [-4.377, -1.010, -0.351], [-3.656, 0.056, -0.965], [-2.523, 0.737, -0.425], [-2.587, 2.042, -0.043], [-3.413, 2.708, -0.261], [-1.384, 2.749, 0.841], [-0.243, 2.577, -0.104], [0.893, 3.175, -0.019], [0.956, 4.360, 0.921], [1.987, 3.040, -1.045], [2.675, 1.846, -0.392], [3.906, 1.865, 0.290], [4.577, 0.924, 0.726], [4.330, -0.237, 0.214], [4.926, -1.435, 0.764], [4.487, -2.739, 0.179], [3.251, -2.797, -0.329], [2.631, -1.676, -0.799], [2.990, -0.457, -0.310], [2.252, 0.810, -1.125], [1.278, 0.575, -1.512], [1.745, -2.069, -1.442], [3.085, -3.720, -0.806], [5.025, -3.641, 0.669], [5.890, -1.397, 1.301], [5.510, 1.243, 1.189], [4.094, 3.020, 0.367], [2.699, 3.955, -0.940], [1.540, 2.741, -1.925], [-0.095, 1.673, -0.689], [-1.469, 3.802, 1.103], [-1.162, 2.010, 1.593], [-1.542, -0.266, 0.368], [-0.788, 0.188, 0.754], [-2.359, -1.289, 0.954], [-1.425, -2.253, 1.287], [-2.811, -0.946, 2.020], [-1.151, -0.730, -0.765], [-4.282, 0.870, -1.355], [-3.228, -0.152, -2.125], [-4.944, -1.384, -1.068], [-4.719, -0.615, 0.527], [-2.780, -2.614, -0.851]]
}

## x
{
  "formula": "C19H23N3O3",
  "method": "ωB97M-V/def2-TZVPD",
  "smiles": "CCCCN(Cc1ccc(C(=O)NO)cc1)C(=O)Nc1ccccc1",
  "e_homo_ha": -0.3067,
  "lumo_energy_ev": 0.627,
  "gap_ev": 8.97,
  "spin_multiplicity": 1,
  "symbols": ["C", "C", "C", "C", "N", "C", "C", "C", "C", "C", "C", "O", "N", "O", "C", "C", "C", "O", "N", "C", "C", "C", "C", "C", "C", "H", "H", "H", "H", "H", "H", "H", "H", "H", "H", "H", "H", "H", "H", "H", "H", "H", "H", "H", "H", "H", "H", "H"],
  "xyz": [[3.799, 2.686, 1.546], [2.293, 2.824, 1.342], [1.934, 3.504, 0.019], [2.063, 2.590, -1.206], [1.059, 1.546, -1.237], [-0.232, 1.898, -1.815], [-1.369, 1.309, -1.022], [-2.400, 0.630, -1.656], [-3.438, 0.081, -0.928], [-3.461, 0.208, 0.458], [-4.539, -0.359, 1.298], [-4.879, 0.082, 2.387], [-5.202, -1.416, 0.769], [-6.150, -2.031, 1.594], [-2.441, 0.911, 1.093], [-1.405, 1.451, 0.360], [1.303, 0.194, -1.157], [0.509, -0.614, -1.595], [2.471, -0.139, -0.514], [3.011, -1.409, -0.311], [2.511, -2.557, -0.916], [3.118, -3.777, -0.683], [4.224, -3.874, 0.145], [4.724, -2.733, 0.748], [4.125, -1.509, 0.523], [4.259, 3.669, 1.624], [4.009, 2.139, 2.463], [4.278, 2.164, 0.720], [1.812, 1.844, 1.389], [1.890, 3.420, 2.164], [2.580, 4.372, -0.126], [0.905, 3.864, 0.070], [1.949, 3.200, -2.111], [3.061, 2.149, -1.254], [-0.290, 1.541, -2.851], [-0.314, 2.987, -1.812], [-2.383, 0.519, -2.730], [-4.239, -0.428, -1.444], [-4.840, -2.043, 0.070], [-6.160, -1.439, 2.379], [-2.478, 1.019, 2.167], [-0.613, 1.985, 0.864], [2.949, 0.595, -0.014], [1.647, -2.486, -1.555], [2.721, -4.663, -1.157], [4.692, -4.831, 0.321], [5.585, -2.794, 1.397], [4.520, -0.620, 0.997]]
}

Most stable: x

## w
{
  "formula": "C4H11NO3S",
  "method": "ωB97M-V/def2-TZVPD",
  "e_homo_ha": -0.3412,
  "lumo_energy_ev": 0.743,
  "gap_ev": 10.03,
  "spin_multiplicity": 1,
  "symbols": ["C", "C", "C", "C", "N", "O", "O", "O", "S", "H", "H", "H", "H", "H", "H", "H", "H", "H", "H", "H"],
  "xyz": [[-0.147, 1.747, -1.108], [1.929, 1.788, 0.442], [1.256, -0.243, -0.718], [0.989, 1.055, -0.455], [-1.202, -1.076, 0.935], [-2.950, -2.701, 0.247], [-0.547, -3.412, 0.867], [-1.952, -0.005, 0.464], [-1.534, -2.498, -0.072], [-0.917, 1.627, -0.492], [0.044, 2.864, -1.084], [-0.421, 1.224, -2.014], [2.111, 2.841, -0.064], [2.893, 1.177, 0.520], [1.571, 1.964, 1.398], [2.115, -0.836, -0.294], [-0.836, -3.368, 1.750], [0.586, -0.881, -1.411], [-0.190, -0.886, 0.652], [-2.795, -0.381, 0.435]]
}

## x
{
  "formula": "C4H11NO3S",
  "method": "ωB97M-V/def2-TZVPD",
  "smiles": "C[C@@H](CS)NC(=O)O.O",
  "e_homo_ha": -0.3361,
  "lumo_energy_ev": 0.510,
  "gap_ev": 9.65,
  "spin_multiplicity": 1,
  "symbols": ["C", "C", "C", "S", "N", "C", "O", "O", "H", "H", "H", "H", "H", "H", "H", "H", "H", "O", "H", "H"],
  "xyz": [[2.331, 0.565, 0.183], [1.113, -0.063, -0.517], [0.249, -0.698, 0.484], [1.220, -2.264, 1.158], [0.513, 1.075, -1.306], [-0.893, 1.153, -1.553], [-1.746, 0.217, -1.742], [-1.370, 2.320, -1.828], [3.100, 1.079, -0.464], [2.059, 1.350, 0.964], [2.777, -0.136, 0.908], [1.349, -0.622, -1.357], [-0.587, -1.180, 0.074], [-0.099, -0.142, 1.351], [0.390, -3.224, 0.626], [1.032, 2.062, -1.330], [-2.368, 2.273, -2.140], [-2.171, 0.058, 2.910], [-2.417, 0.834, 3.338], [-2.847, -0.103, 2.339]]
}

Most stable: x

## w
{
  "formula": "C4H7FOS",
  "method": "ωB97M-V/def2-TZVPD",
  "smiles": "COC(=S)[C@@H](C)F",
  "e_homo_ha": -0.3225,
  "lumo_energy_ev": 0.233,
  "gap_ev": 9.01,
  "spin_multiplicity": 1,
  "symbols": ["C", "O", "C", "S", "C", "C", "F", "H", "H", "H", "H", "H", "H", "H"],
  "xyz": [[-0.457, 1.910, 0.144], [0.794, 1.496, -0.413], [1.137, 0.252, -0.443], [2.731, -0.115, -0.352], [0.160, -0.895, -0.687], [-0.330, -1.519, 0.586], [-0.951, -0.371, -1.362], [-0.490, 3.018, 0.259], [-0.679, 1.323, 1.121], [-1.243, 1.615, -0.546], [0.697, -1.582, -1.288], [-0.785, -2.496, 0.424], [0.445, -1.718, 1.361], [-1.029, -0.918, 1.197]]
}

## x
{
  "formula": "C4H7FOS",
  "method": "ωB97M-V/def2-TZVPD",
  "e_homo_ha": -0.3399,
  "lumo_energy_ev": 0.677,
  "gap_ev": 9.93,
  "spin_multiplicity": 1,
  "symbols": ["C", "C", "C", "C", "O", "F", "S", "H", "H", "H", "H", "H", "H", "H"],
  "xyz": [[-2.708, 0.384, 0.061], [-1.663, -0.422, -0.038], [2.498, 0.339, 0.110], [-0.196, -0.404, 0.487], [1.009, -0.034, -1.969], [-1.909, -1.586, -0.731], [0.786, 0.643, -0.713], [-3.560, 0.069, -0.562], [-2.653, 1.365, 0.470], [2.588, -0.660, 0.602], [2.429, 1.046, 0.909], [3.239, 0.527, -0.679], [0.251, -1.474, 0.594], [-0.111, 0.206, 1.460]]
}

Most stable: w

## w
{
  "formula": "C6H8NO2",
  "method": "ωB97M-V/def2-TZVPD",
  "smiles": "Cc1c[n+](C)coc1=O",
  "charge": 1,
  "e_homo_ha": -0.5411,
  "lumo_energy_ev": -4.982,
  "gap_ev": 9.74,
  "spin_multiplicity": 1,
  "symbols": ["C", "C", "C", "N", "C", "C", "O", "C", "O", "H", "H", "H", "H", "H", "H", "H", "H"],
  "xyz": [[-2.427, 0.673, -0.897], [-1.081, 0.158, -0.520], [-0.048, 0.887, 0.013], [1.114, -0.071, 0.457], [2.254, 0.679, 0.996], [1.253, -1.427, 0.398], [0.235, -2.049, -0.142], [-1.022, -1.401, -0.577], [-1.806, -2.159, -1.072], [-2.612, 1.782, -1.046], [-3.104, 0.183, -0.175], [-2.667, 0.264, -1.891], [-0.042, 1.853, 0.494], [2.093, 1.049, 2.049], [3.098, -0.071, 1.068], [2.620, 1.482, 0.226], [2.142, -1.833, 0.620]]
}

## x
{
  "formula": "C6H8NO2",
  "method": "ωB97M-V/def2-TZVPD",
  "charge": 1,
  "e_homo_ha": -0.5148,
  "lumo_energy_ev": -3.631,
  "gap_ev": 10.38,
  "spin_multiplicity": 1,
  "symbols": ["C", "C", "C", "C", "C", "C", "N", "O", "O", "H", "H", "H", "H", "H", "H", "H", "H"],
  "xyz": [[-0.116, 0.525, -1.252], [0.225, -1.027, 0.903], [-0.387, -0.359, -2.175], [1.147, -1.935, 0.711], [0.773, 1.680, 0.172], [-1.289, 0.236, 1.251], [-0.189, 0.297, 0.188], [0.429, 1.797, -1.189], [-0.665, -0.909, 1.844], [-0.036, -0.242, -3.143], [-0.686, -1.310, -1.920], [1.098, -2.689, 1.531], [1.832, -1.958, -0.086], [0.520, 2.435, 1.027], [1.803, 1.278, 0.288], [-1.173, 0.993, 1.951], [-2.299, 0.122, 1.046]]
}

Most stable: w